# 1
The following is a DFT calculation (wB97M-V/def2-TZVPD) of a molecular structure, C23H26BrN5O4RhSSeSi at a distorted geometry.

Properties
- Expectation value of S²: 0.7712
- HOMO level (alpha / beta): -6.6 / -7.7 eV
- HOMO-LUMO gap (alpha / beta): 5.863 / 6.505 eV
- Relative energy (zero: lowest compared OMol25 entry of this formula, charge and spin): 0.0 kcal/mol

The geometry in ORCA input format:
```
! wB97M-V def2-TZVPD RIJCOSX def2/J DEFGRID3
* xyz 0 2
Rh 0.339 -1.382 0.971
O -0.744 6.591 -0.486
C -0.543 5.433 -1.160
O -0.506 5.440 -2.358
C -0.368 4.197 -0.341
C 0.218 3.090 -0.952
C 0.369 1.900 -0.270
C -0.082 1.773 1.048
C -0.692 2.878 1.655
C -0.821 4.072 0.968
N 0.109 0.560 1.715
C 0.042 0.543 3.053
C 0.070 -0.682 3.724
C 0.057 -0.819 5.135
C 0.144 -2.056 5.699
C 0.234 -3.192 4.867
C 0.217 -3.013 3.509
N 0.141 -1.801 2.932
H -0.658 6.444 0.462
H 0.556 3.185 -1.976
H 0.837 1.051 -0.748
H -1.112 2.800 2.647
H -1.333 4.888 1.466
H -0.030 1.458 3.626
H -0.024 0.073 5.741
H 0.143 -2.168 6.775
H 0.305 -4.189 5.274
H 0.254 -3.860 2.839
S 0.371 -4.595 -0.134
C 0.453 -3.190 0.411
N 3.451 -0.888 0.571
N 2.468 -1.098 1.601
H 3.801 0.060 0.655
H 2.907 -0.903 -0.292
H 2.477 -0.325 2.259
H 2.730 -1.930 2.120
C -2.283 0.158 -2.563
Si -3.142 -0.160 -0.941
C -4.693 -1.181 -1.161
C -3.557 1.447 -0.082
Se -2.046 -1.578 0.506
H -2.994 0.549 -3.296
H -1.853 -0.765 -2.946
H -1.486 0.893 -2.443
H -5.380 -0.660 -1.833
H -5.200 -1.340 -0.208
H -4.460 -2.155 -1.593
H -4.428 1.923 -0.543
H -2.725 2.142 -0.155
H -3.778 1.271 0.972
Br 5.938 -1.889 -3.640
C 4.081 -1.692 -3.929
C 3.603 -1.482 -5.213
N 2.307 -1.355 -5.476
C 1.454 -1.432 -4.461
C 1.845 -1.614 -3.137
C 3.198 -1.751 -2.867
C 0.767 -1.671 -2.081
O -0.274 -2.239 -2.339
O 1.075 -1.069 -0.963
H 4.288 -1.422 -6.050
H 0.400 -1.347 -4.696
H 3.566 -1.928 -1.866
*
```

Taken from the Mulliken analysis, the atomic charges in e are: number 1, Rh, carries 0.088; number 2, O, carries -0.496; number 3, C, carries 0.561; number 4, O, carries -0.557; number 5, C, carries 0.783; number 6, C, carries -1.022; number 7, C, carries 0.095; number 8, C, carries 0.257; number 9, C, carries -1.050; number 10, C, carries -1.135; number 11, N, carries 0.729; number 12, C, carries -0.524; number 13, C, carries 0.393; number 14, C, carries -1.180; number 15, C, carries -0.217; number 16, C, carries -0.923; number 17, C, carries -0.203; number 18, N, carries 0.492; number 19, H, carries 0.333; number 20, H, carries 0.456; number 21, H, carries 0.588; number 22, H, carries 0.316; number 23, H, carries 0.235; number 24, H, carries 0.399; number 25, H, carries 0.449; number 26, H, carries 0.424; number 27, H, carries 0.427; number 28, H, carries 0.320; number 29, S, carries -0.070; number 30, C, carries 0.234; number 31, N, carries -0.928; number 32, N, carries 0.046; number 33, H, carries 0.258; number 34, H, carries 0.143; number 35, H, carries 0.325; number 36, H, carries 0.281; number 37, C, carries -0.660; number 38, Si, carries 0.295; number 39, C, carries -1.138; number 40, C, carries -0.666; number 41, Se, carries -0.334; number 42, H, carries 0.511; number 43, H, carries 0.072; number 44, H, carries 0.141; number 45, H, carries 0.344; number 46, H, carries 0.312; number 47, H, carries 0.286; number 48, H, carries 0.451; number 49, H, carries -0.061; number 50, H, carries 0.271; number 51, Br, carries -0.188; number 52, C, carries -0.153; number 53, C, carries -0.153; number 54, N, carries -0.606; number 55, C, carries -0.350; number 56, C, carries 0.487; number 57, C, carries -0.340; number 58, C, carries -0.019; number 59, O, carries -0.578; number 60, O, carries 0.331; number 61, H, carries 0.376; number 62, H, carries 0.457; number 63, H, carries 0.584

---

# 2
The following is a DFT calculation (wB97M-V/def2-TZVPD) of a molecular structure, C23H26Cl3ErN2O3Si2 at a distorted geometry.

Properties
- Expectation value of S²: 3.7522
- HOMO level (alpha / beta): -7.9 / -7.9 eV
- HOMO-LUMO gap (alpha / beta): 7.779 / 7.847 eV
- Relative energy (zero: lowest compared OMol25 entry of this formula, charge and spin): 0.0 kcal/mol

The geometry in ORCA input format:
```
! wB97M-V def2-TZVPD RIJCOSX def2/J DEFGRID3
* xyz 0 4
Er -0.122 0.773 -0.294
C -2.449 3.432 1.670
C -3.130 2.350 0.889
C -4.498 2.244 0.825
C -5.053 1.199 0.071
C -4.260 0.314 -0.609
C -2.857 0.474 -0.534
N -2.342 1.476 0.237
N -1.910 -0.262 -1.151
Si -1.921 -1.865 -1.803
C -3.001 -2.034 -3.304
C -0.140 -2.180 -2.301
C -2.436 -3.094 -0.526
H -3.155 3.953 2.313
H -1.992 4.155 0.993
H -1.650 3.020 2.288
H -5.120 2.949 1.359
H -6.131 1.095 0.025
H -4.678 -0.487 -1.205
H -2.784 -1.246 -4.031
H -4.066 -1.984 -3.059
H -2.820 -3.001 -3.785
H 0.434 -1.251 -2.416
H -0.065 -2.672 -3.275
H 0.373 -2.807 -1.567
H -3.442 -2.875 -0.156
H -1.739 -3.059 0.316
H -2.441 -4.111 -0.929
O 2.188 0.382 0.468
C 2.497 -0.865 1.152
C 1.224 -1.702 0.986
O 1.261 -2.907 1.004
O 0.148 -0.962 0.856
C 2.687 -0.600 2.643
C 2.209 0.555 3.248
C 2.356 0.742 4.618
C 2.968 -0.231 5.394
C 3.434 -1.394 4.794
C 3.294 -1.578 3.427
C 3.742 -1.443 0.491
C 4.961 -0.822 0.767
C 6.125 -1.207 0.122
C 6.088 -2.236 -0.810
C 4.883 -2.862 -1.090
C 3.714 -2.469 -0.448
H 2.919 1.001 0.573
H 1.733 1.327 2.657
H 1.988 1.651 5.076
H 3.077 -0.087 6.461
H 3.909 -2.162 5.391
H 3.654 -2.489 2.967
H 5.006 -0.037 1.515
H 7.060 -0.713 0.354
H 6.994 -2.549 -1.311
H 4.847 -3.667 -1.812
H 2.785 -2.973 -0.668
Cl 0.837 3.127 0.125
Si 1.735 2.476 -2.073
Cl 1.933 4.412 -2.830
Cl -0.323 1.962 -2.703
*
```

Taken from the Mulliken analysis, the atomic charges in e are: number 1, Er, carries 0.150; number 2, C, carries -1.305; number 3, C, carries 0.671; number 4, C, carries -0.745; number 5, C, carries -0.506; number 6, C, carries -0.727; number 7, C, carries 0.623; number 8, N, carries 0.126; number 9, N, carries 0.581; number 10, Si, carries 0.071; number 11, C, carries -1.158; number 12, C, carries -0.893; number 13, C, carries -0.965; number 14, H, carries 0.400; number 15, H, carries 0.219; number 16, H, carries 0.235; number 17, H, carries 0.381; number 18, H, carries 0.420; number 19, H, carries 0.289; number 20, H, carries 0.305; number 21, H, carries 0.321; number 22, H, carries 0.318; number 23, H, carries 0.285; number 24, H, carries 0.535; number 25, H, carries 0.111; number 26, H, carries 0.325; number 27, H, carries 0.250; number 28, H, carries 0.374; number 29, O, carries 0.013; number 30, C, carries 3.330; number 31, C, carries -0.623; number 32, O, carries -0.629; number 33, O, carries -0.394; number 34, C, carries -0.490; number 35, C, carries -0.165; number 36, C, carries -1.079; number 37, C, carries -0.364; number 38, C, carries -0.969; number 39, C, carries -0.199; number 40, C, carries -0.270; number 41, C, carries -0.200; number 42, C, carries -0.959; number 43, C, carries -0.425; number 44, C, carries -0.916; number 45, C, carries -0.337; number 46, H, carries 0.442; number 47, H, carries 0.458; number 48, H, carries 0.427; number 49, H, carries 0.407; number 50, H, carries 0.410; number 51, H, carries 0.494; number 52, H, carries 0.404; number 53, H, carries 0.400; number 54, H, carries 0.406; number 55, H, carries 0.430; number 56, H, carries 0.405; number 57, Cl, carries -0.377; number 58, Si, carries 0.096; number 59, Cl, carries -0.258; number 60, Cl, carries -0.162

---

# 3
The following is a DFT calculation (wB97M-V/def2-TZVPD) of a single C23H26F3NO5 molecule.

Properties
- HOMO level: -8.1 eV
- SMILES: CCOC(=O)C1=CN(C[C@@H]2CCCO2)C=C(C(=O)OCC)C1c1ccccc1C(F)(F)F
- HOMO-LUMO gap: 8.332 eV
- Relative energy (zero: lowest compared OMol25 entry of this formula, charge and spin): 2.7 kcal/mol

The geometry in ORCA input format:
```
! wB97M-V def2-TZVPD RIJCOSX def2/J DEFGRID3
* xyz 0 1
C 1.875 4.486 1.224
C 2.069 3.781 -0.110
O 1.363 2.543 -0.149
C 0.067 2.588 -0.479
O -0.514 3.608 -0.780
C -0.575 1.265 -0.454
C -1.867 1.220 -0.829
N -2.592 0.068 -0.923
C -4.011 0.115 -1.160
C -4.790 0.512 0.114
C -4.620 -0.509 1.256
C -6.055 -0.746 1.731
C -6.843 -0.482 0.450
O -6.174 0.594 -0.179
C -1.937 -1.107 -0.713
C -0.649 -1.195 -0.330
C -0.096 -2.553 -0.229
O -0.753 -3.557 -0.411
O 1.206 -2.573 0.070
C 1.819 -3.856 0.179
C 3.324 -3.681 0.099
C 0.189 0.030 -0.003
C 1.527 -0.046 -0.703
C 1.526 -0.106 -2.092
C 2.704 -0.174 -2.811
C 3.917 -0.182 -2.145
C 3.941 -0.125 -0.764
C 2.756 -0.059 -0.041
C 2.845 -0.004 1.461
F 2.354 1.130 1.994
F 2.198 -1.005 2.086
F 4.115 -0.080 1.901
H 0.831 4.768 1.344
H 2.158 3.822 2.037
H 2.489 5.381 1.258
H 1.718 4.415 -0.932
H 3.116 3.512 -0.266
H -2.369 2.134 -1.110
H -4.353 -0.865 -1.500
H -4.235 0.850 -1.939
H -4.463 1.514 0.422
H -3.974 -0.131 2.044
H -4.190 -1.436 0.876
H -6.213 -1.747 2.122
H -6.330 -0.016 2.492
H -7.874 -0.173 0.620
H -6.837 -1.370 -0.200
H -2.485 -2.018 -0.910
H 1.525 -4.304 1.135
H 1.444 -4.495 -0.629
H 3.672 -3.062 0.921
H 3.807 -4.652 0.158
H 3.597 -3.201 -0.838
H 0.341 0.083 1.081
H 0.578 -0.097 -2.609
H 2.676 -0.220 -3.889
H 4.844 -0.233 -2.695
H 4.887 -0.133 -0.244
*
```

Taken from the Mulliken analysis, the atomic charges in e are: number 1, C, carries -1.135; number 2, C, carries -0.405; number 3, O, carries -0.263; number 4, C, carries 0.081; number 5, O, carries -0.670; number 6, C, carries -0.869; number 7, C, carries -0.355; number 8, N, carries 0.397; number 9, C, carries -1.516; number 10, C, carries 0.500; number 11, C, carries -0.574; number 12, C, carries -0.567; number 13, C, carries -0.481; number 14, O, carries -0.474; number 15, C, carries -0.229; number 16, C, carries -0.762; number 17, C, carries 0.050; number 18, O, carries -0.680; number 19, O, carries -0.168; number 20, C, carries -0.375; number 21, C, carries -1.027; number 22, C, carries 1.535; number 23, C, carries 0.513; number 24, C, carries -0.471; number 25, C, carries -1.062; number 26, C, carries -0.797; number 27, C, carries -0.745; number 28, C, carries 0.497; number 29, C, carries 0.723; number 30, F, carries -0.216; number 31, F, carries -0.219; number 32, F, carries -0.354; number 33, H, carries 0.320; number 34, H, carries 0.241; number 35, H, carries 0.427; number 36, H, carries 0.371; number 37, H, carries 0.365; number 38, H, carries 0.559; number 39, H, carries 0.364; number 40, H, carries 0.301; number 41, H, carries 0.310; number 42, H, carries 0.352; number 43, H, carries 0.273; number 44, H, carries 0.349; number 45, H, carries 0.264; number 46, H, carries 0.328; number 47, H, carries 0.265; number 48, H, carries 0.560; number 49, H, carries 0.263; number 50, H, carries 0.377; number 51, H, carries 0.211; number 52, H, carries 0.455; number 53, H, carries 0.223; number 54, H, carries 1.034; number 55, H, carries 0.502; number 56, H, carries 0.439; number 57, H, carries 0.421; number 58, H, carries 0.542

---

# 4
The following is a DFT calculation (wB97M-V/def2-TZVPD) of a molecular structure, C23H26F6N3O6PS3Se2Te2Zr at a distorted geometry.

Properties
- HOMO level: -6.4 eV
- HOMO-LUMO gap: 5.531 eV
- Relative energy (zero: lowest compared OMol25 entry of this formula, charge and spin): 96.8 kcal/mol

The geometry in ORCA input format:
```
! wB97M-V def2-TZVPD RIJCOSX def2/J DEFGRID3
* xyz 0 1
Zr 0.041 -0.250 1.116
O -3.717 -0.873 1.658
S -2.801 0.162 1.283
O -1.676 0.398 2.252
N -1.889 -0.227 0.031
C -2.412 -0.366 -1.258
C -3.767 -0.461 -1.496
C -4.271 -0.541 -2.803
C -3.433 -0.513 -3.877
C -2.041 -0.400 -3.679
C -1.133 -0.293 -4.752
C 0.190 -0.100 -4.483
C 0.610 -0.060 -3.145
N -0.183 -0.232 -2.113
C -1.511 -0.349 -2.364
C -3.816 1.642 1.185
C -3.323 2.931 1.052
C -4.211 3.997 1.077
C -5.570 3.781 1.242
C -6.055 2.488 1.383
C -5.181 1.414 1.355
H -4.443 -0.466 -0.652
H -5.342 -0.610 -2.947
H -3.816 -0.554 -4.889
H -1.501 -0.338 -5.770
H 0.918 0.022 -5.273
H 1.651 0.144 -2.933
H -2.271 3.146 0.933
H -3.809 4.996 0.972
H -6.254 4.619 1.263
H -7.111 2.306 1.528
H -5.538 0.404 1.482
Se -0.221 2.059 0.249
Te 0.227 4.397 -0.495
Te 1.981 3.917 2.849
Se 0.856 1.751 2.335
F -1.914 -2.518 2.364
C -1.652 -2.391 3.671
F -2.342 -1.433 4.220
F -1.947 -3.534 4.265
S 0.191 -2.178 3.713
O 0.511 -0.912 3.017
O 0.629 -2.333 5.043
N 0.500 -3.365 2.712
S 1.149 -2.900 1.381
O 0.272 -2.141 0.466
O 2.391 -2.229 1.591
C 1.478 -4.543 0.596
F 2.287 -5.207 1.400
F 0.327 -5.187 0.460
F 2.046 -4.399 -0.588
C 4.272 0.818 2.345
C 4.219 -0.047 1.091
P 2.681 0.082 0.053
C 2.983 1.756 -0.679
C 4.173 1.971 -1.610
C 3.112 -1.203 -1.232
C 4.572 -1.389 -1.647
H 5.177 0.582 2.908
H 3.425 0.628 3.001
H 4.289 1.881 2.115
H 4.335 -1.093 1.363
H 5.041 0.225 0.428
H 3.063 2.420 0.189
H 2.080 2.080 -1.191
H 5.126 1.703 -1.151
H 4.213 3.031 -1.862
H 4.066 1.412 -2.541
H 2.498 -1.028 -2.112
H 2.761 -2.138 -0.808
H 5.010 -0.474 -2.039
H 4.619 -2.145 -2.434
H 5.180 -1.744 -0.816
*
```

Taken from the Mulliken analysis, the atomic charges in e are: number 1, Zr, carries 0.652; number 2, O, carries -0.704; number 3, S, carries 1.681; number 4, O, carries -0.658; number 5, N, carries 0.226; number 6, C, carries 0.293; number 7, C, carries -0.716; number 8, C, carries -1.075; number 9, C, carries -0.864; number 10, C, carries 0.434; number 11, C, carries -0.708; number 12, C, carries -1.356; number 13, C, carries 0.094; number 14, N, carries 0.548; number 15, C, carries 0.124; number 16, C, carries 0.457; number 17, C, carries -0.235; number 18, C, carries -1.063; number 19, C, carries -0.380; number 20, C, carries -0.861; number 21, C, carries -0.290; number 22, H, carries 0.643; number 23, H, carries 0.405; number 24, H, carries 0.400; number 25, H, carries 0.425; number 26, H, carries 0.461; number 27, H, carries 0.512; number 28, H, carries 0.133; number 29, H, carries 0.463; number 30, H, carries 0.396; number 31, H, carries 0.407; number 32, H, carries 0.539; number 33, Se, carries -0.476; number 34, Te, carries -0.161; number 35, Te, carries -0.224; number 36, Se, carries -0.549; number 37, F, carries -0.257; number 38, C, carries 0.814; number 39, F, carries -0.190; number 40, F, carries -0.226; number 41, S, carries 1.282; number 42, O, carries -0.239; number 43, O, carries -0.660; number 44, N, carries -0.683; number 45, S, carries 0.685; number 46, O, carries -0.594; number 47, O, carries -0.500; number 48, C, carries 0.539; number 49, F, carries -0.194; number 50, F, carries -0.185; number 51, F, carries -0.182; number 52, C, carries -1.201; number 53, C, carries -0.827; number 54, P, carries 2.082; number 55, C, carries 0.315; number 56, C, carries -1.571; number 57, C, carries 0.425; number 58, C, carries -1.805; number 59, H, carries 0.387; number 60, H, carries 0.142; number 61, H, carries 0.262; number 62, H, carries 0.481; number 63, H, carries 0.575; number 64, H, carries 0.356; number 65, H, carries 0.039; number 66, H, carries 0.318; number 67, H, carries 0.410; number 68, H, carries 0.319; number 69, H, carries 0.258; number 70, H, carries -0.472; number 71, H, carries 0.304; number 72, H, carries 0.485; number 73, H, carries 0.331